1.
C25H38FN4O5PS5SbW | wB97M-V/def2-TZVPD

As for the LUMO energy (spin up / spin down): -0.028 / -0.036 Ha. For the energy above the lowest of the compared OMol25 structures with the same formula, charge and spin, the calculation gives 2.937 eV. Its multiplicity is 2. The expectation value of S² is 0.79. The HOMO energy (spin up / spin down) is -6.1780 / -6.1797 eV.

Geometry as XYZ:
```
81
Properties=species:S:1:pos:R:3:forces:R:3:mulliken_spin:R:1
W -1.9005 0.9011 -0.0242 0.0 -0.6 0.3 0.000
O -3.9578 -3.3959 2.9534 0.0 0.0 0.0 0.000
C -5.0182 -2.6983 2.4659 0.0 0.0 0.0 0.000
C -6.3150 -3.0152 2.8585 0.0 0.0 0.0 0.000
C -7.3961 -2.3146 2.3526 0.0 0.0 0.0 0.000
C -7.2002 -1.2884 1.4402 0.0 0.0 0.0 0.000
C -5.9124 -0.9778 1.0416 0.0 0.0 0.0 0.000
C -4.8087 -1.6651 1.5452 0.0 0.0 0.0 0.000
C -3.4785 -1.2364 1.0604 0.1 -0.1 0.2 0.000
O -3.4273 -0.6163 -0.0645 0.2 0.6 -0.1 0.000
N -2.4059 -1.4396 1.7742 -0.1 -0.3 0.0 0.000
N -1.2865 -0.9834 1.0332 -0.3 0.0 -0.1 0.001
C -0.2820 -1.7427 1.2878 0.1 0.0 0.0 0.001
S 1.3007 -1.5347 0.6077 0.0 0.1 -0.1 0.013
C 2.1220 -2.5850 1.8327 0.0 0.0 0.0 -0.003
C 1.1916 -3.7375 2.1426 0.0 0.0 0.0 0.001
S -0.4875 -3.0867 2.3961 0.0 0.0 0.0 0.001
H -4.2906 -4.0946 3.5263 0.0 0.0 0.0 0.000
H -6.4700 -3.8214 3.5679 0.0 0.0 0.0 0.000
H -8.3960 -2.5756 2.6748 0.0 0.0 0.0 0.000
H -8.0412 -0.7362 1.0444 0.0 0.0 0.0 0.000
H -5.7224 -0.1819 0.3343 0.0 0.0 0.0 0.000
H 2.3368 -1.9877 2.7191 0.0 0.0 0.0 -0.007
H 3.0628 -2.9181 1.3950 0.0 0.0 0.0 -0.001
H 1.4862 -4.2500 3.0581 0.0 0.0 0.0 0.000
H 1.1757 -4.4572 1.3242 0.0 0.0 0.0 0.000
N -1.3982 1.3316 2.3223 -0.1 0.1 -0.2 -0.002
C -0.4882 2.4719 2.5157 0.0 0.0 0.0 -0.034
C -0.7495 3.4884 1.4255 0.0 0.0 0.1 -0.001
N -0.7284 2.8119 0.1150 -0.2 0.2 -0.2 0.003
H -2.3259 1.5637 2.6672 0.0 0.0 0.1 0.000
H -1.0830 0.5176 2.8383 0.0 0.0 0.0 0.000
H 0.5359 2.0999 2.4518 -0.1 0.0 0.0 0.020
H -0.6146 2.9329 3.4981 0.0 0.0 0.0 0.000
H -0.0062 4.2879 1.4563 0.0 0.0 0.0 0.001
H -1.7353 3.9343 1.5417 0.0 0.0 0.0 0.000
H 0.2318 2.7302 -0.2002 0.0 -0.1 0.0 0.000
H -1.1668 3.4777 -0.5713 0.0 0.0 0.0 0.000
S -2.4012 4.8902 -1.6158 0.0 -0.2 0.1 0.000
Sb -3.9733 3.2198 -1.5368 -0.4 0.1 -0.2 0.000
S -2.6605 1.2179 -2.2289 0.0 0.2 0.0 -0.001
S -3.7359 2.2398 0.7395 0.7 0.0 -0.2 0.001
C 3.5150 0.0813 -3.3552 0.0 0.0 0.0 0.001
C 2.7355 -0.4986 -2.1962 0.0 0.0 0.0 -0.002
O 1.8848 0.4953 -1.6177 0.0 -0.1 0.2 0.012
P 0.2654 0.6040 -1.7715 0.0 0.1 0.0 0.000
O 0.0422 -0.4246 -2.9839 -0.1 0.0 0.1 0.000
C -0.7629 -1.6195 -2.8389 0.0 0.0 0.0 0.001
C -1.5330 -1.8451 -4.1169 0.0 0.0 0.1 0.000
O 0.2135 2.0589 -2.3961 0.0 0.1 0.0 -0.001
C 0.6888 2.4415 -3.6980 0.0 0.0 0.0 0.000
C 1.6761 3.5742 -3.5471 0.0 0.0 0.0 0.000
H 4.2344 -0.6537 -3.7201 0.0 0.0 0.0 0.000
H 4.0598 0.9741 -3.0456 0.0 0.0 0.0 0.000
H 2.8491 0.3459 -4.1767 0.0 0.0 0.0 0.000
H 3.4135 -0.8241 -1.4038 0.0 0.0 0.0 0.001
H 2.1465 -1.3566 -2.5218 0.0 0.0 0.0 0.000
H -1.4439 -1.5070 -1.9915 0.0 0.0 0.0 0.000
H -0.0806 -2.4475 -2.6300 0.0 0.0 0.0 0.000
H -2.1881 -0.9965 -4.3046 0.0 0.0 0.0 0.000
H -2.1454 -2.7427 -4.0237 0.0 0.0 0.0 0.000
H -0.8540 -1.9701 -4.9610 0.0 0.0 0.0 0.000
H -0.1953 2.7516 -4.2554 0.0 0.0 0.0 0.000
H 1.1312 1.5791 -4.1987 0.0 0.0 0.0 0.000
H 1.2041 4.4126 -3.0347 0.0 0.0 0.0 0.000
H 2.0097 3.9131 -4.5287 0.0 0.0 0.0 0.000
H 2.5463 3.2496 -2.9745 0.0 0.0 0.0 0.000
F 7.9643 -0.7752 0.4426 0.0 0.0 0.0 0.015
C 6.7491 -0.3349 0.8170 0.0 0.0 0.0 0.196
C 6.2803 -0.6598 2.0802 0.0 0.0 0.0 -0.076
C 5.0344 -0.2097 2.4605 0.0 0.0 0.0 0.175
C 4.2335 0.5699 1.5888 0.0 -0.1 0.0 -0.053
C 2.9552 1.0068 1.9585 0.0 0.0 0.0 0.503
C 4.7653 0.8759 0.3104 0.0 0.0 0.0 0.143
C 6.0103 0.4292 -0.0736 0.0 0.0 0.0 -0.076
H 6.8988 -1.2520 2.7408 0.0 0.0 0.0 -0.002
H 4.6561 -0.4476 3.4474 0.0 0.0 0.0 0.004
H 2.5289 0.7493 2.9186 0.0 0.0 0.0 0.017
H 2.3449 1.5547 1.2546 0.0 0.0 0.0 0.136
H 4.1635 1.4635 -0.3721 0.0 0.0 0.0 0.016
H 6.4230 0.6587 -1.0469 0.0 0.0 0.0 -0.003
```
Positions in Å, forces in eV/Å.

=====

2.
C4H5NO2 | wB97M-V/def2-TZVPD

As for the LUMO energy: 0.034 Ha. For the energy above the lowest of the compared OMol25 structures with the same formula, charge and spin, the calculation gives 1.933 eV. The HOMO energy is -9.6578 eV.

Geometry as XYZ:
```
12
Properties=species:S:1:pos:R:3:forces:R:3:lowdin_charge:R:1
N -1.6465 -0.3662 0.3372 0.0 0.1 0.0 0.104
C -0.3076 0.0134 0.0737 0.0 0.1 0.0 -0.337
C 0.4368 -0.3022 -1.2177 0.1 0.0 -0.2 0.004
C 1.0635 -0.6555 0.0701 0.1 -0.4 -0.1 -0.167
O 1.6939 0.4940 0.6657 0.0 0.1 0.0 0.072
C 0.4582 1.0910 0.8118 -0.3 0.6 0.4 -0.408
O 0.1894 2.0489 1.4704 0.1 -0.5 -0.5 0.154
H -2.2833 0.1415 -0.2712 0.1 -0.2 0.0 0.091
H -1.9063 -0.1346 1.2924 0.1 -0.1 -0.1 0.091
H 0.0994 -1.1945 -1.7400 -0.4 0.2 0.1 0.121
H 0.7881 0.4981 -1.8631 0.2 -0.1 0.2 0.120
H 1.4144 -1.6339 0.3706 -0.1 0.1 0.0 0.157
```
Positions in Å, forces in eV/Å.

=====

3.
CH3INOP | wB97M-V/def2-TZVPD

As for the LUMO energy (spin up / spin down): 0.020 / -0.128 Ha. For the energy above the lowest of the compared OMol25 structures with the same formula, charge and spin, the calculation gives 1.924 eV. Its multiplicity is 3. The expectation value of S² is 2.00. The HOMO energy (spin up / spin down) is -5.1012 / -10.0638 eV.

Geometry as XYZ:
```
8
Properties=species:S:1:pos:R:3:forces:R:3:mulliken_spin:R:1
C -0.3645 0.9704 -0.1959 1.9 -0.2 -0.8 0.271
N -1.1607 0.0589 -0.3484 0.9 0.8 -0.3 0.276
O 0.5208 1.7269 -0.0771 -1.0 -0.1 0.3 0.006
P -2.7516 -0.0528 0.3519 -2.9 -1.3 -1.2 1.235
I 5.6330 -0.2159 0.1396 0.7 0.6 -0.4 0.000
H 4.5269 -1.1228 0.7665 -0.7 -0.6 0.4 0.000
H -2.8942 -1.4384 0.3092 0.3 -0.2 1.1 0.070
H -3.5098 0.0737 -0.9459 0.9 1.0 1.0 0.143
```
Positions in Å, forces in eV/Å.

=====

What are the total energy values for these records? In order: -4310.2401; -360.5984; -808.7504 Eh.